1.
Molecular formula: C10H13N2O
Method: DFT, ωB97M-V/def2-TZVPD

Output
LUMO energy in eV: -3.054
ΔE to the lowest compared entry with this formula, charge and spin in kJ/mol: 497.7
Total charge: +1
SMILES string: C[NH2+][C@]1(c2ccccc2)C=CON1
Orbital gap in eV: 9.626
Multiplicity: 1

Each line ends with the Mulliken charge.
Cartesian coordinates (Å):
C1 -0.38 0.30 2.23  -0.842
N1 -0.47 -0.82 1.33  -0.380
C2 -1.05 -0.56 -0.19  1.182
C3 0.25 0.00 -0.82  0.075
C4 0.50 1.37 -0.94  -0.262
C5 1.75 1.77 -1.46  -0.695
C6 2.68 0.86 -1.93  -0.562
C7 2.37 -0.53 -1.94  -0.656
C8 1.12 -0.93 -1.43  -0.478
C9 -2.25 0.33 -0.03  -0.342
C10 -3.32 -0.45 -0.34  -0.850
O1 -2.95 -1.70 -0.68  -0.286
N2 -1.58 -1.71 -0.76  -0.301
H1 0.49 1.01 2.08  0.307
H2 -1.25 0.91 2.10  0.333
H3 -0.06 -0.10 3.15  0.423
H4 -1.00 -1.75 1.60  0.438
H5 0.51 -1.17 1.34  0.466
H6 -0.13 2.11 -0.53  0.417
H7 1.96 2.78 -1.56  0.460
H8 3.54 1.27 -2.27  0.515
H9 3.12 -1.14 -2.36  0.437
H10 0.71 -1.95 -1.70  0.297
H11 -2.25 1.25 0.50  0.522
H12 -4.44 -0.46 -0.46  0.446
H13 -1.17 -2.67 -0.63  0.336


2.
Molecular formula: C52H41N2O3P2PdS
Method: DFT, ωB97M-V/def2-TZVPD

Output
LUMO energy (spin up / spin down) in eV: -2.825 / -4.954
Total charge: +1
Orbital gap (spin up / spin down) in eV: 6.661 / 5.654
Multiplicity: 3

Each line ends with the Mulliken spin population.
Cartesian coordinates (Å):
Pd1 0.18 -0.31 -0.08  0.662
O1 3.13 2.03 1.07  0.004
C1 4.31 1.40 0.72  -0.013
C2 5.54 1.81 1.22  0.000
C3 6.69 1.17 0.79  0.001
C4 6.62 0.12 -0.11  0.000
C5 5.38 -0.33 -0.52  0.001
C6 4.20 0.29 -0.10  0.028
P1 2.58 -0.61 -0.22  0.054
C7 2.83 -1.67 -1.68  -0.004
C8 3.24 -1.09 -2.88  0.026
C9 3.31 -1.84 -4.04  -0.006
C10 2.97 -3.19 -4.02  0.014
C11 2.56 -3.78 -2.84  -0.008
C12 2.48 -3.02 -1.67  0.014
C13 2.90 -1.64 1.26  -0.009
C14 3.84 -2.68 1.28  0.001
C15 4.09 -3.37 2.45  0.001
C16 3.43 -3.02 3.63  0.000
C17 2.52 -1.98 3.63  -0.001
C18 2.25 -1.29 2.44  0.015
C19 2.88 3.28 0.52  -0.001
C20 3.84 4.28 0.46  -0.001
C21 3.52 5.51 -0.07  0.002
C22 2.25 5.77 -0.55  0.000
C23 1.30 4.76 -0.51  -0.004
C24 1.59 3.50 0.03  0.022
P2 0.28 2.19 0.09  0.139
C25 -0.64 2.65 -1.44  -0.009
C26 -0.23 2.03 -2.61  0.005
C27 -0.83 2.34 -3.82  -0.002
C28 -1.85 3.27 -3.88  0.001
C29 -2.29 3.88 -2.71  0.000
C30 -1.69 3.57 -1.50  0.003
C31 -0.57 2.66 1.65  0.005
C32 -0.71 3.99 2.06  -0.003
C33 -1.24 4.30 3.31  0.002
C34 -1.62 3.29 4.18  0.001
C35 -1.47 1.96 3.79  -0.001
C36 -0.95 1.66 2.54  0.024
H1 5.59 2.60 1.96  0.000
H2 7.65 1.50 1.17  0.000
H3 7.52 -0.37 -0.46  0.000
H4 5.32 -1.20 -1.18  0.001
H5 3.50 -0.03 -2.91  0.003
H6 3.63 -1.38 -4.97  0.000
H7 3.04 -3.78 -4.93  0.001
H8 2.29 -4.83 -2.82  0.000
H9 2.15 -3.49 -0.75  0.002
H10 4.36 -2.95 0.38  0.002
H11 4.82 -4.18 2.46  0.000
H12 3.64 -3.56 4.55  0.000
H13 2.01 -1.69 4.54  0.000
H14 1.54 -0.48 2.44  0.000
H15 4.85 4.11 0.80  0.000
H16 4.28 6.28 -0.11  0.000
H17 2.00 6.73 -0.97  0.000
H18 0.32 4.96 -0.92  0.000
H19 0.56 1.30 -2.58  0.004
H20 -0.50 1.84 -4.73  0.000
H21 -2.32 3.51 -4.82  0.000
H22 -3.10 4.61 -2.74  0.000
H23 -2.07 4.01 -0.58  0.001
H24 -0.41 4.80 1.41  -0.001
H25 -1.35 5.34 3.61  0.000
H26 -2.02 3.53 5.16  0.000
H27 -1.75 1.16 4.46  0.000
H28 -0.86 0.62 2.24  0.003
C37 -8.70 0.03 0.95  0.000
C38 -7.25 -0.02 0.53  0.001
C39 -6.24 -0.08 1.49  -0.001
C40 -4.91 -0.09 1.11  -0.001
C41 -4.59 -0.07 -0.25  0.025
C42 -5.58 -0.03 -1.22  0.003
C43 -6.91 0.00 -0.82  -0.002
S1 -2.92 0.10 -0.73  -0.048
O2 -2.49 1.23 0.02  0.003
O3 -2.83 0.04 -2.16  0.023
N1 -1.98 -1.17 -0.13  0.350
C44 -2.27 -2.42 -0.49  0.153
C45 -3.44 -2.81 -1.23  0.193
C46 -3.75 -4.14 -1.43  -0.057
C47 -2.93 -5.14 -0.94  0.297
C48 -1.71 -4.82 -0.27  -0.034
C49 -0.84 -5.82 0.18  0.034
C50 0.33 -5.46 0.79  -0.029
C51 0.61 -4.09 0.93  0.029
N2 -0.19 -3.12 0.51  0.007
C52 -1.35 -3.48 -0.06  0.054
H29 -8.80 0.12 2.03  0.000
H30 -9.23 -0.87 0.63  0.000
H31 -9.20 0.88 0.49  0.000
H32 -6.49 -0.09 2.54  0.000
H33 -4.12 -0.09 1.86  -0.004
H34 -5.31 0.00 -2.27  0.002
H35 -7.69 0.03 -1.57  0.000
H36 -4.10 -2.06 -1.63  0.011
H37 -4.65 -4.40 -1.97  0.004
H38 -3.18 -6.18 -1.09  0.005
H39 -1.10 -6.87 0.04  0.001
H40 1.04 -6.19 1.16  0.000
H41 1.53 -3.78 1.41  0.001